1.
Here is a molecular structure, C29H29AsN2O11RuS from the Open Molecules 2025 dataset. Energies are from ωB97M-V/def2-TZVPD.

Values from the calculation:
LUMO (spin up / spin down): 0.0419 / 0.0442 hartree
energy above the lowest of the compared OMol25 structures with the same formula, charge and spin: 1.908 eV

```
! wB97M-V def2-TZVPD RIJCOSX def2/J DEFGRID3
* xyz -1 2
Ru -1.977 -0.694 1.011
As -4.596 -0.182 -1.021
S -4.499 0.907 2.299
O -3.031 0.503 2.270
O -4.749 1.642 3.508
O -0.569 -5.358 1.090
O 0.984 -2.894 4.866
O -5.368 -0.181 1.957
O -6.020 -0.759 -1.517
O -1.827 -2.671 1.081
O -3.560 -1.173 -0.118
O 1.092 -5.525 3.537
O -0.811 -1.168 3.181
O -3.599 0.109 -2.480
N -0.774 -1.144 -0.578
N -0.249 0.503 1.307
C 3.458 2.630 1.816
C -4.774 4.371 0.272
C 0.448 -0.596 -0.657
C -1.136 -2.078 -1.466
C 3.263 -1.647 -3.665
C 1.338 -0.958 -1.656
C -4.638 1.656 -0.368
C 1.261 -2.128 -5.062
C -4.744 2.618 -1.370
C 3.729 3.491 0.576
C -1.002 -3.162 1.978
C 1.923 -2.381 -3.700
C -0.092 1.312 2.352
C 2.181 -3.884 -3.523
C -4.671 3.424 1.279
C 2.127 1.906 1.645
C -0.291 -2.468 -2.481
C 4.571 1.583 1.971
C -0.435 -4.491 1.937
C 0.378 -3.218 3.870
C 0.435 -4.580 3.183
C -4.814 3.967 -1.053
C -0.530 -2.389 3.040
C 1.938 1.050 0.562
C -4.608 2.075 0.958
C 3.464 3.533 3.049
C 0.982 -1.914 -2.597
C 0.746 0.366 0.419
C 1.072 2.034 2.541
H 3.138 -0.571 -3.798
H 4.680 4.015 0.689
H 2.851 -4.240 -4.309
H 3.311 2.963 3.966
H 2.695 4.305 2.987
H 2.726 0.902 -0.162
H 3.795 -1.826 -2.729
H -4.768 2.303 -2.405
H 2.315 -0.500 -1.677
H 2.942 4.236 0.439
H 4.392 0.952 2.843
H 4.640 0.935 1.097
H 3.785 2.888 -0.331
H -2.673 0.133 -2.214
H 1.062 -1.064 -5.207
H 1.143 2.669 3.411
H 5.534 2.082 2.097
H -4.902 4.699 -1.846
H 1.258 -4.461 -3.578
H -2.118 -2.502 -1.318
H 2.643 -4.089 -2.556
H 4.432 4.031 3.125
H 3.894 -2.011 -4.477
H 1.922 -2.466 -5.863
H -4.654 3.707 2.322
H -0.635 -3.232 -3.165
H -0.921 1.349 3.043
H 0.317 -2.664 -5.157
H -4.830 5.422 0.525
*
```

How positive or negative is each atom? The Löwdin charges in e answer that: 1.4579 0.9011 0.5011 -0.4737 -0.2994 0.0681 0.1006 -0.2902 -0.4351 -0.1615 -0.5569 0.1183 -0.0389 -0.2680 -0.0319 -0.0159 -0.5583 -0.0793 -0.1589 -0.0685 -0.0679 0.0579 -0.2334 -0.0423 -0.0922 -0.0441 -0.2519 -0.5586 -0.0706 -0.0365 -0.0591 -0.1427 0.0280 -0.0385 -0.3140 -0.2787 -0.2623 -0.0830 -0.3145 0.0484 -0.2679 -0.0664 -0.1432 -0.1665 0.0312 0.0872 0.0854 0.0862 0.0902 0.0886 0.1078 0.0881 0.1006 0.0984 0.0924 0.0973 0.0790 0.0769 0.0116 0.0919 0.1102 0.0861 0.0999 0.0831 0.1173 0.0965 0.0856 0.0858 0.0855 0.1081 0.1220 0.1154 0.0805 0.1008

=====

2.
Here is a molecular structure, C29H29ClKN9O4 from the Open Molecules 2025 dataset. Energies are from ωB97M-V/def2-TZVPD.

Values from the calculation:
LUMO: 0.0101 hartree
energy above the lowest of the compared OMol25 structures with the same formula, charge and spin: 0.000 eV

```
! wB97M-V def2-TZVPD RIJCOSX def2/J DEFGRID3
* xyz 0 1
K -0.128 0.671 1.893
Cl -3.299 0.850 1.168
O -2.225 1.610 0.541
O -2.727 0.132 2.297
O -3.831 -0.093 0.221
O -4.330 1.734 1.620
N -3.077 -3.086 -4.561
N -0.921 3.097 3.363
N 1.464 1.099 -0.431
N 2.777 0.328 2.337
N -0.459 -1.829 0.537
N 1.695 2.983 1.853
N -3.541 -2.567 -3.491
N -2.320 -2.694 -0.261
N -3.132 -3.285 -2.422
C -0.953 -6.112 -4.366
C 3.511 1.282 1.761
C 2.816 2.741 -1.509
C -3.489 -2.867 -1.086
C 1.228 4.025 2.768
C 3.108 -0.939 2.108
C 1.904 2.356 -0.536
C 4.611 0.993 0.964
C -1.357 -1.746 -0.421
C -0.275 4.134 2.817
C 3.305 1.785 -2.387
C -2.019 -3.406 0.879
C -0.974 -6.228 -2.958
C -1.626 -5.102 -5.012
C 4.951 -0.330 0.738
C -2.987 4.248 2.991
C -2.315 5.313 2.428
C 1.950 0.185 -1.262
C -1.666 -5.345 -2.162
C 4.180 -1.324 1.317
C -2.334 -4.196 -4.217
C -2.246 3.163 3.442
C -2.353 -4.325 -2.830
C -0.930 5.256 2.341
C -1.354 -0.789 -1.559
C 3.115 2.713 2.052
C -0.866 -2.867 1.348
C 1.368 3.344 0.470
C 2.876 0.476 -2.255
H -4.122 -3.616 -0.611
H 5.176 1.799 0.513
H -4.065 4.224 3.056
H -4.040 -1.934 -1.177
H 4.016 2.059 -3.156
H -0.786 0.095 -1.282
H -2.365 -0.470 -1.807
H -0.391 -6.836 -4.940
H 1.575 -0.824 -1.122
H 3.343 2.898 3.103
H -1.613 -5.000 -6.089
H 4.397 -2.372 1.163
H 5.797 -0.581 0.111
H -2.855 6.173 2.052
H -0.424 -7.035 -2.494
H 0.279 3.387 0.378
H -0.316 -3.148 2.230
H -0.905 -1.240 -2.449
H 1.762 4.345 0.228
H 1.575 3.765 3.768
H 3.749 3.395 1.465
H -1.664 -5.429 -1.085
H 3.139 3.772 -1.571
H -2.654 -4.194 1.244
H 1.655 5.006 2.504
H -0.364 6.068 1.903
H 2.483 -1.690 2.580
H -2.746 2.300 3.863
H 3.237 -0.306 -2.909
*
```

How positive or negative is each atom? The Löwdin charges in e answer that: 0.7235 0.6531 -0.4265 -0.4250 -0.3357 -0.3180 0.0708 0.0933 0.0919 0.0880 0.0613 -0.1721 0.0613 -0.0193 -0.0550 -0.0897 -0.2791 -0.0218 -0.0640 -0.1438 -0.1341 -0.2705 -0.0309 -0.3636 -0.2915 -0.0585 -0.0680 -0.0825 -0.0169 -0.0617 -0.0501 -0.0497 -0.1305 -0.0054 -0.0601 -0.2354 -0.1389 -0.1689 -0.0260 -0.0025 -0.1252 -0.1392 -0.1250 -0.0505 0.1450 0.1142 0.1100 0.1202 0.1090 0.0564 0.0747 0.0999 0.1046 0.1284 0.1124 0.1043 0.1100 0.1090 0.1024 0.1289 0.0973 0.0894 0.1285 0.1269 0.1294 0.0999 0.1133 0.1181 0.1264 0.1105 0.1082 0.1086 0.1067

=====

3.
Here is a molecular structure, C29H29ClN5Sc from the Open Molecules 2025 dataset. Energies are from ωB97M-V/def2-TZVPD.

Values from the calculation:
LUMO: -0.2371 hartree

```
! wB97M-V def2-TZVPD RIJCOSX def2/J DEFGRID3
* xyz 2 1
Sc -1.012 -0.140 -0.583
Cl 0.002 -3.562 5.559
N 9.708 1.117 -0.010
N -1.967 -0.587 -2.518
N 0.833 1.073 -0.575
N -2.673 -1.663 -2.902
N 2.952 1.642 -0.480
C 7.132 1.323 -0.183
C -0.069 -3.153 3.887
C -4.686 -1.620 0.022
C -2.829 -0.504 1.300
C -3.131 3.035 -1.133
C 6.557 2.454 -0.752
C -1.067 -3.690 3.083
C 0.876 -2.304 3.341
C -0.236 -2.163 -0.299
C 5.181 2.557 -0.851
C -3.802 0.672 -0.557
C 4.387 1.530 -0.372
C -2.995 1.782 -0.312
C -2.030 0.606 1.607
C 4.946 0.401 0.204
C -1.112 -3.366 1.738
C 8.565 1.210 -0.085
C -3.320 -1.446 -4.055
C 0.812 -1.986 1.990
C 2.227 2.816 -0.578
C -2.193 0.338 -3.459
C -3.739 -0.477 0.238
C 6.321 0.295 0.294
C -1.192 0.639 2.857
C 2.083 0.628 -0.486
C 0.926 2.458 -0.635
C -2.103 1.730 0.771
C -3.039 -0.153 -4.449
C -0.179 -2.503 1.160
H 4.752 3.429 -1.326
H 7.188 3.249 -1.124
H 0.068 3.103 -0.712
H -0.170 0.962 2.655
H -1.629 1.354 3.556
H 2.683 3.790 -0.576
H 4.332 -0.392 0.611
H -4.238 -2.573 0.306
H 2.375 -0.408 -0.467
H -5.567 -1.479 0.653
H -3.887 2.923 -1.907
H -1.157 -0.337 3.337
H -5.033 -1.672 -1.009
H -0.807 -2.909 -0.856
H -3.380 0.350 -5.338
H -2.608 -2.528 -2.387
H 0.766 -2.130 -0.745
H -1.881 -3.812 1.114
H -3.422 3.870 -0.492
H -1.550 2.619 1.050
H -4.531 0.721 -1.359
H 1.566 -1.322 1.577
H 6.772 -0.578 0.746
H 1.661 -1.903 3.969
H -1.730 1.313 -3.396
H -1.790 -4.371 3.514
H -3.917 -2.215 -4.521
H -2.808 -1.359 1.963
H -2.190 3.316 -1.613
*
```

How positive or negative is each atom? The Löwdin charges in e answer that: 1.1261 0.7275 0.1978 -0.0899 -0.0370 0.0339 0.0239 -0.2003 -0.6761 -0.0025 -0.0240 -0.0063 0.0111 -0.0816 -0.0978 -0.1902 0.0071 -0.0092 -0.1668 -0.2737 -0.2997 0.0012 -0.0643 -0.1567 -0.0252 -0.0653 0.0076 -0.1132 -0.2518 0.0072 0.0057 -0.1113 -0.0936 -0.0609 -0.0043 -0.3327 0.1189 0.1365 0.1034 0.0946 0.1124 0.1389 0.1134 0.0895 0.1331 0.1142 0.0959 0.0838 0.0857 0.0504 0.1230 0.1646 0.0610 0.1164 0.1096 0.1432 0.1447 0.0963 0.1351 0.1174 0.1248 0.1180 0.1454 0.1343 0.0810

=====

no.,maximum force (eV/A)
1,1.0
2,0.3
3,0.6